(1)
{
  "formula": "C32H47AuBN9O2",
  "method": "ωB97M-V with the def2-TZVPD basis set",
  "orbital_gap_ev": [7.1893, 7.1898],
  "homo_ev": [-8.72, -8.72],
  "total_charge": 0,
  "lumo_ev": [-1.53, -1.53],
  "symbols": ["Au", "O", "O", "N", "N", "N", "N", "N", "N", "N", "N", "N", "C", "C", "C", "C", "C", "C", "C", "C", "C", "C", "C", "C", "C", "C", "C", "C", "C", "C", "C", "C", "C", "C", "C", "C", "C", "C", "C", "C", "C", "C", "C", "C", "B", "H", "H", "H", "H", "H", "H", "H", "H", "H", "H", "H", "H", "H", "H", "H", "H", "H", "H", "H", "H", "H", "H", "H", "H", "H", "H", "H", "H", "H", "H", "H", "H", "H", "H", "H", "H", "H", "H", "H", "H", "H", "H", "H", "H", "H", "H", "H"],
  "xyz": [[-0.1749, 0.4282, -0.3853], [-2.7381, 1.6677, 0.6216], [-1.2772, 0.0705, 1.2390], [-3.1329, -4.0475, -2.8879], [-5.1664, -1.7527, 0.4015], [2.2176, 0.1027, -1.9337], [2.4148, -0.3247, 0.5010], [0.5746, -2.1526, 0.2677], [1.5486, 0.7195, 0.6743], [0.9872, 0.6817, -2.0077], [-1.7725, 0.0253, -1.5293], [1.3070, -2.0864, -0.8864], [5.5215, -1.3902, 1.1010], [-0.1883, 2.8239, 2.3385], [3.0289, 0.7223, -2.8085], [2.8439, -3.9102, -3.0544], [-0.1313, 2.5684, -3.2993], [-1.1046, 1.8538, -4.2435], [0.8761, -3.0387, -1.7617], [-3.3349, -1.9594, -1.3974], [-2.4607, -0.9325, -1.4999], [-3.2197, -3.1133, -2.2213], [1.8434, 1.3291, 1.8344], [3.5707, -2.9109, 1.6395], [-0.6800, -3.2320, 2.5892], [5.2423, 1.0590, -1.7374], [1.0089, 1.6666, -2.9149], [4.5128, 0.5364, -2.9779], [-4.3573, -1.8602, -0.4103], [1.9211, 3.7361, 1.3250], [-1.2949, -3.4387, 1.2075], [-1.8621, -4.8464, 1.0487], [4.9876, -0.8587, -3.3783], [-0.3051, -3.1242, 0.1175], [-0.8533, 3.2320, -2.1254], [-2.3951, 0.7569, 1.3362], [-0.1533, -3.7185, -1.1503], [3.2044, -0.4206, 1.5722], [1.4238, -3.3470, -3.1275], [1.3040, -2.1923, -4.1224], [1.3241, 2.6745, 2.2581], [2.8816, 0.6287, 2.4294], [2.2851, 1.6934, -3.4629], [4.1910, -1.5264, 1.8431], [2.4458, -1.0501, -0.8837], [-0.6565, 2.7617, 1.3559], [2.6111, -2.9936, 2.1495], [-1.4864, 4.0351, -2.5051], [-2.5890, -5.0515, 1.8355], [1.9851, -1.3766, -3.8851], [-2.3636, -4.9752, 0.0881], [0.2880, -1.7937, -4.1359], [4.9691, 0.4811, -0.8563], [3.5271, -1.5105, -1.0736], [2.6386, 2.3621, -4.2297], [5.4048, -1.5828, 0.0349], [-0.6333, 2.0650, 2.9806], [6.0325, -0.8030, -3.6871], [-2.9974, 0.3935, 2.1822], [4.4096, -1.4182, 2.9093], [6.3224, 0.9837, -1.8733], [3.3572, 0.8611, 3.3677], [4.9251, -1.5602, -2.5498], [1.5519, 3.5937, 0.3068], [-1.6277, 1.0542, -3.7228], [0.1472, -3.9297, 2.7459], [6.2292, -2.1218, 1.4934], [4.2455, -3.6740, 2.0302], [-2.1260, -2.7323, 1.1094], [5.9547, -0.3972, 1.2297], [-0.4314, 3.8054, 2.7478], [0.7750, -4.1461, -3.4952], [2.8670, -4.8123, -2.4418], [-1.5043, 2.5475, -1.5832], [1.7353, 2.8321, 3.2585], [-0.7172, -4.5297, -1.5790], [3.3999, -3.1203, 0.5831], [0.3530, 3.3661, -3.8695], [-0.1460, 3.6748, -1.4205], [1.5448, -2.5425, -5.1280], [1.6326, 4.7349, 1.6546], [3.5324, -3.1902, -2.6140], [-0.5791, 1.4282, -5.0993], [4.7589, 1.2040, -3.8081], [4.9904, 2.1035, -1.5479], [3.0100, 3.6787, 1.3006], [-1.0658, -5.5918, 1.1175], [-0.2972, -2.2181, 2.6971], [-1.8468, 2.5620, -4.6142], [4.4093, -1.2590, -4.2115], [3.2099, -4.1620, -4.0517], [-1.4276, -3.4105, 3.3642]]
}

***

(2)
{
  "formula": "C32H47Br2FN3O7S",
  "method": "ωB97M-V with the def2-TZVPD basis set",
  "orbital_gap_ev": 1.0396,
  "homo_ev": -2.11,
  "total_charge": -1,
  "lumo_ev": -1.08,
  "symbols": ["Br", "Br", "S", "F", "O", "O", "O", "O", "O", "O", "O", "N", "N", "N", "C", "C", "C", "C", "C", "C", "C", "C", "C", "C", "C", "C", "C", "C", "C", "C", "C", "C", "C", "C", "C", "C", "C", "C", "C", "C", "C", "C", "C", "C", "C", "C", "H", "H", "H", "H", "H", "H", "H", "H", "H", "H", "H", "H", "H", "H", "H", "H", "H", "H", "H", "H", "H", "H", "H", "H", "H", "H", "H", "H", "H", "H", "H", "H", "H", "H", "H", "H", "H", "H", "H", "H", "H", "H", "H", "H", "H", "H", "H"],
  "xyz": [[-1.5943, 2.5574, -3.5461], [0.0701, 3.4166, -1.7364], [4.7735, 0.7165, -4.2522], [0.7051, 4.7483, -4.6549], [-3.2495, -1.7231, 6.7567], [-0.6267, -2.9244, -1.6038], [-6.2505, -4.2146, 9.3318], [-1.2687, -1.5317, 0.0185], [-5.2013, -1.2036, 4.8114], [-2.4158, 1.0870, 2.4163], [-8.0934, -3.9710, 7.2246], [3.1208, 0.1701, -4.3739], [2.3530, 1.9090, -2.9411], [0.6822, 0.5468, -3.6946], [1.6301, 0.1811, -0.0036], [-5.4787, -1.9248, 5.7922], [-1.2571, -1.7627, -1.1704], [2.3923, -0.8784, 2.3146], [-0.2372, -2.4171, 3.9896], [2.8550, -0.9954, -5.2620], [2.7560, 4.9371, -3.3662], [-6.9981, -3.4190, 7.2040], [0.0063, -0.7113, -3.9811], [-4.7539, -2.9223, 8.0412], [-1.5136, -0.8603, -3.6402], [1.2856, -2.1357, 4.3848], [1.2189, 2.7797, -3.2030], [2.9727, 1.8068, -1.6173], [-0.8999, -1.0543, 3.5267], [-4.3991, -2.1548, 6.8517], [2.0884, 0.7370, -3.7428], [-3.0852, 0.2643, 3.4045], [-5.9529, -3.5608, 8.3155], [2.2861, -2.2267, 3.1622], [0.3677, 2.1154, -6.8420], [2.9293, 0.3932, -0.9163], [0.3786, 1.8744, -5.6560], [-1.9086, -0.7034, -2.1240], [2.0980, 6.3792, -3.2483], [-1.8757, 2.2900, 2.9691], [-6.6705, -2.5715, 6.0564], [1.9042, -1.1564, 0.8334], [0.1624, 1.8638, -4.1146], [4.1201, -1.6074, -5.9801], [1.7723, 3.9391, -4.1446], [-2.4707, -1.2006, 3.2509], [4.7728, -2.0944, -5.2091], [3.1215, -0.4856, -1.5918], [2.7325, 7.0700, -2.6129], [-2.9554, 0.6055, 4.4668], [-2.6486, -1.5015, 2.1772], [-3.9528, -2.9779, 8.7703], [-4.1944, 0.2455, 3.1809], [-1.7753, 0.3425, -1.7167], [3.6899, 5.0721, -3.9930], [-0.9190, 2.5126, 2.4074], [1.0182, -1.8434, 0.8741], [-0.7757, -0.2598, 4.3259], [-7.4889, -2.4720, 5.3512], [2.3619, 3.5358, -5.0132], [2.7298, -1.7317, 0.3016], [-1.8288, -1.9021, -3.9560], [0.6752, 2.3043, -7.8958], [-2.5895, 3.1370, 2.7609], [3.4522, -0.4731, 2.3200], [-1.6062, 2.2257, 4.0579], [1.3918, -1.1090, 4.8371], [2.6122, 2.5564, -0.8498], [0.1300, -0.9577, -5.0892], [-2.9520, -1.9169, 3.9717], [0.6858, 0.1368, -0.6038], [1.5653, -2.9266, 5.1382], [3.7900, 0.3934, -0.1733], [4.6710, -0.8798, -6.6388], [1.6923, -0.1131, 2.7633], [3.2994, -2.4961, 3.5846], [3.7756, -2.4357, -6.6739], [0.5581, -1.5490, -3.4474], [-0.4062, -0.7345, 2.5601], [2.1790, -0.6142, -6.0949], [-0.3502, -3.2449, 3.2352], [4.0786, 2.0545, -1.7411], [-0.5642, -3.4777, -0.7927], [2.2922, -1.8321, -4.7622], [1.9801, -3.0668, 2.4768], [1.9614, 6.8842, -4.2422], [-2.0875, -0.1697, -4.3319], [-3.0280, -0.8856, -2.0654], [1.6422, 1.0203, 0.7573], [-0.7425, -2.7704, 4.9419], [1.0916, 6.3420, -2.7389], [5.1918, 1.0492, -5.5259], [2.9954, 4.5520, -2.3405]]
}

***

Energy above the lowest of the compared OMol25 structures with the same formula, charge and spin for every record listed, in sequence, given in kcal per mole: 7.1, 0.0.